Record 1
Formula: C37H36ClIN7O2Tc
Source: OMol25
Level of theory: wB97M-V/def2-TZVPD

Geometry as ORCA input:
```
! RIJCOSX wB97M-V def2-TZVPD def2/J DEFGRID3
* xyz 1 4
Tc 14.13212 11.07122 11.48775
C 12.63381 14.17996 14.10694
C 12.56676 14.82371 12.69201
C 13.08363 14.00125 11.48908
N 14.19937 13.08412 11.75231
C 15.43885 13.69756 12.00714
C 15.72401 15.08504 12.12415
C 16.83868 15.67656 12.62690
C 18.13949 15.17978 12.86613
C 18.58364 13.86217 12.93451
C 17.77011 12.71696 12.84934
C 16.46103 12.60567 12.28855
N 16.07424 11.43163 11.72901
C 17.08817 10.52931 11.12946
C 16.80662 9.03489 11.37359
C 15.52142 8.49027 10.74936
N 14.33792 9.01813 11.46888
C 13.90002 8.33758 12.59659
C 13.93816 6.96076 12.55760
C 13.94273 6.11536 13.68874
C 13.58146 6.36488 15.02164
C 13.08261 7.56154 15.53858
C 12.88956 8.78382 14.89702
C 13.45560 9.20373 13.68396
N 13.47932 10.54916 13.36819
C 13.37394 11.62172 14.41004
C 12.22560 12.71243 14.25975
H 11.97233 14.78128 14.75777
H 13.61560 14.35942 14.55027
H 12.98714 15.84478 12.70661
H 11.46238 14.97538 12.55734
H 13.32902 14.69544 10.65222
H 12.24011 13.37437 11.01450
H 14.93376 15.73336 11.67328
H 16.73651 16.75256 12.80638
H 18.88807 15.91410 13.15610
H 19.65368 13.72388 13.08720
H 18.26207 11.74316 13.07014
H 18.12966 10.75494 11.52231
H 17.10653 10.67575 10.04660
H 16.72029 8.83041 12.47091
H 17.67069 8.40052 11.10313
H 15.49433 7.40541 10.69178
H 15.38941 8.90511 9.74396
H 14.01473 6.41614 11.63613
H 14.35019 5.09573 13.50482
H 13.72842 5.51536 15.72789
H 12.67896 7.43286 16.55636
H 12.14558 9.47763 15.40346
H 14.31780 12.19888 14.43607
H 13.26817 11.17009 15.44739
H 11.63518 12.69739 15.18959
H 11.53557 12.42077 13.48244
Cl 6.67090 9.33523 12.25647
C 8.20080 9.82120 11.73547
C 8.40818 11.14838 11.34409
C 9.64104 11.59782 10.84155
I 9.68952 13.44813 9.86435
C 10.81342 10.81535 10.91082
O 12.02879 11.26073 10.89320
C 10.50235 9.39167 11.04397
N 11.30189 8.48205 10.42228
C 10.93363 7.23501 10.33516
C 9.92912 6.66932 11.13847
C 9.09507 7.50619 11.80370
C 9.27206 8.92508 11.58709
H 7.60380 11.87767 11.48247
H 11.54296 6.60620 9.65594
H 9.77936 5.58134 11.20477
H 8.21264 7.17196 12.39048
N 12.19144 8.34423 6.91892
C 11.96951 9.70798 6.68160
O 11.04543 10.17787 6.01938
C 12.94850 10.56739 7.41661
C 13.16415 11.89291 6.89723
C 14.06072 12.73830 7.54031
C 14.57761 12.35854 8.76672
N 14.19552 11.19197 9.36061
C 13.46507 10.23771 8.64095
H 11.69024 7.78281 6.25049
H 13.16197 8.03334 6.98688
H 12.68494 12.17419 5.96867
H 14.41286 13.67240 7.09612
H 15.20947 12.99919 9.43858
H 13.20513 9.30346 9.20091
*
```

HOMO level (spin up / spin down): -9.196 / -9.195 eV
F_max: 3.70 eV/Å

***

Record 2
Formula: C37H36NOP2ReS2Te
Source: OMol25
Level of theory: wB97M-V/def2-TZVPD

Geometry as ORCA input:
```
! RIJCOSX wB97M-V def2-TZVPD def2/J DEFGRID3
* xyz 1 2
Re -1.08066 -0.89211 -1.03272
C -5.51545 -2.49368 -1.15363
C -4.25248 -1.67916 -1.23050
S -2.85259 -2.18540 -0.42470
C -4.19529 -0.45921 -1.86049
C -5.38086 0.19059 -2.52010
S -2.72885 0.38449 -1.83130
H -5.32973 -3.47353 -0.71885
H -5.94790 -2.63308 -2.14547
H -6.26406 -1.98854 -0.53939
H -5.63263 -0.32301 -3.45047
H -5.17776 1.23405 -2.75614
H -6.26065 0.14919 -1.87604
Te 2.26817 -0.66854 2.39577
C 2.17476 1.14149 3.44415
C 1.84488 1.16621 4.79059
C 1.79432 2.39475 5.43611
N 2.02949 3.56171 4.83496
C 2.35084 3.51720 3.53971
C 2.44756 2.34373 2.80737
C 0.99277 -0.10636 0.84133
P -0.69721 0.30113 0.96967
C -1.34390 -0.25453 2.57133
C -1.47601 0.62202 3.64437
C -1.85094 0.14267 4.89327
C -2.08454 -1.21143 5.07932
C -1.93877 -2.09484 4.01512
C -1.57002 -1.61546 2.77034
C -0.99470 2.09083 0.92835
C -2.25689 2.61724 1.20978
C -2.48471 3.98002 1.09631
C -1.45494 4.82503 0.69483
C -0.20732 4.30331 0.38936
C 0.01899 2.93675 0.49848
P 1.35530 -0.46916 -0.81942
C 2.46372 0.79080 -1.52000
C 1.92182 1.74408 -2.37935
C 2.65507 2.86771 -2.74204
C 3.93210 3.05141 -2.23196
C 4.48204 2.10414 -1.37485
C 3.75576 0.97682 -1.01983
C 2.27043 -2.03944 -0.90946
C 1.76731 -3.13896 -0.21163
C 2.37291 -4.38262 -0.32556
C 3.47855 -4.54279 -1.15154
C 3.98120 -3.45693 -1.85569
C 3.37920 -2.21049 -1.73801
H 1.61730 0.25700 5.33260
H 1.53981 2.44130 6.48959
H 2.54889 4.47127 3.06272
H 2.73308 2.37254 1.76302
H -1.28165 1.67968 3.51639
H -1.95597 0.83222 5.72128
H -2.38015 -1.58102 6.05305
H -2.10970 -3.15369 4.15963
H -1.45514 -2.31005 1.94606
H -3.06465 1.96394 1.52270
H -3.46375 4.38498 1.31718
H -1.63072 5.89011 0.61508
H 0.59271 4.95797 0.06755
H 0.98800 2.52349 0.24399
H 0.90977 1.61620 -2.75053
H 2.22493 3.60328 -3.40964
H 4.49975 3.93426 -2.49730
H 5.47794 2.24836 -0.97607
H 4.19123 0.25024 -0.34430
H 0.90343 -3.01788 0.43542
H 1.98785 -5.22358 0.23638
H 3.94893 -5.51302 -1.24536
H 4.84641 -3.57760 -2.49464
H 3.77628 -1.37016 -2.29222
C 0.45842 -3.65549 -4.07506
C -0.19969 -2.35052 -3.81332
C -0.40369 -1.36438 -4.90436
O -0.57741 -2.08642 -2.67130
H -0.26374 -4.31417 -4.56725
H 0.78726 -4.11308 -3.14509
H 1.29610 -3.52710 -4.76134
H 0.57743 -1.02628 -5.25087
H -0.98690 -0.51471 -4.56009
H -0.89076 -1.84583 -5.75527
*
```

HOMO level (spin up / spin down): -9.588 / -9.631 eV
ΔE to the lowest compared entry with this formula, charge and spin: 78.7 kJ/mol
F_max: 1.03 eV/Å